{"formula": "C5H10F2O", "method": "ωB97M-V with the def2-TZVPD basis set", "species": ["C", "C", "C", "C", "C", "O", "F", "F", "H", "H", "H", "H", "H", "H", "H", "H", "H", "H"], "xyz": [[-1.461, 0.777, -0.435], [-0.561, -0.267, 1.692], [0.958, -1.395, -0.644], [-0.189, 0.596, 0.392], [0.901, 0.027, -0.403], [2.047, 0.649, -0.468], [0.195, 1.833, 0.849], [0.425, 0.573, -2.652], [-2.327, 0.389, 0.097], [-1.294, 0.078, -1.325], [-1.565, 1.827, -0.856], [-1.255, 0.191, 2.473], [0.343, -0.402, 2.437], [-0.960, -1.261, 1.319], [0.804, -1.388, -1.750], [0.180, -1.897, -0.069], [1.886, -1.842, -0.561], [1.872, 1.514, -0.098]], "forces_ev_per_angstrom": [[0.28, -0.98, -2.23], [1.49, -0.66, 1.30], [-2.30, 0.18, -1.83], [-2.98, 0.39, 1.89], [2.73, -0.03, -0.74], [-1.19, -0.74, 0.35], [0.85, 0.98, 0.29], [0.09, -0.49, 1.80], [-0.11, 0.55, 0.16], [-0.55, 1.23, 0.77], [0.20, -1.45, 0.69], [0.28, -0.05, -1.97], [-1.17, -0.20, -1.98], [0.43, 1.23, 0.93], [-0.55, -0.37, 0.39], [0.21, -0.25, -0.59], [2.02, -0.51, 0.72], [0.27, 1.18, 0.05]], "nbo_charge": [-0.643, -0.640, -0.766, 0.210, 0.735, -0.553, -0.359, -0.798, 0.212, 0.278, 0.267, 0.255, 0.228, 0.222, 0.352, 0.232, 0.259, 0.508], "homo_lumo_gap_ev": 9.05, "de_lowest_ev": 3.2521}